Entry 1:
C25H31BNO3 | ωB97M-V/def2-TZVPD

Structure (XYZ):
```
61
Properties=species:S:1:pos:R:3:lowdin_charge:R:1
C -6.4886 0.3477 2.6837 -0.02
C -5.2787 -0.4340 2.3533 -0.31
C -5.2549 -1.7616 1.9804 -0.03
C -3.9281 -2.0772 1.7078 -0.03
C -3.1925 -0.9412 1.9233 -0.14
B -1.6199 -0.8263 1.6991 -0.75
O -1.3084 0.3032 0.7772 0.04
C -0.4596 1.1931 1.4476 -0.20
C -0.5639 0.9487 2.9440 -0.07
N -0.8847 -0.5131 3.1233 -0.13
C -1.6611 -0.8141 4.3574 0.03
C 0.3053 -1.4254 2.9564 -0.08
C -0.1620 -2.5897 2.1032 -0.19
O -1.1026 -2.1255 1.1798 0.03
O -4.0018 0.0688 2.3457 0.07
H -7.3832 -0.2753 2.6339 0.09
H -6.4099 0.7632 3.6885 0.08
H -6.6058 1.1742 1.9810 0.08
H -6.1072 -2.4163 1.8986 0.11
H -3.5402 -3.0249 1.3729 0.12
H 0.5564 1.0228 1.0702 0.10
H -0.7506 2.2173 1.1787 0.13
H 0.3515 1.2044 3.4872 0.13
H -1.3760 1.5409 3.3726 0.14
H -1.0585 -0.6051 5.2384 0.10
H -2.5648 -0.2112 4.3929 0.11
H -1.9446 -1.8631 4.3682 0.12
H 1.1038 -0.8786 2.4488 0.11
H 0.6864 -1.7408 3.9324 0.14
H 0.6620 -3.0527 1.5466 0.12
H -0.6483 -3.3674 2.7067 0.13
C 5.5677 -4.8375 1.3311 -0.02
C 5.0801 -3.4418 1.1699 -0.22
C 4.4501 -2.8060 2.2354 -0.01
C 3.9606 -1.5326 2.0964 0.00
C 4.0732 -0.8393 0.8710 -0.19
C 3.5877 0.4896 0.8010 0.12
C 3.4277 1.3527 -0.3155 -0.20
C 3.3079 2.7343 -0.0586 0.01
C 3.1234 3.6333 -1.0759 -0.01
C 3.0272 3.1999 -2.3936 -0.23
C 2.7878 4.1904 -3.4758 -0.02
C 3.1305 1.8368 -2.6681 0.01
C 3.3250 0.9264 -1.6570 0.02
C 4.7528 -1.4801 -0.1842 0.02
C 5.2432 -2.7534 -0.0320 0.01
H 6.0206 -5.2140 0.4147 0.09
H 6.3213 -4.8944 2.1154 0.10
H 4.7524 -5.5107 1.6011 0.10
H 4.3652 -3.3206 3.1802 0.13
H 3.4755 -1.0496 2.9281 0.12
H 3.3624 0.9351 1.7555 0.13
H 3.3712 3.0773 0.9602 0.12
H 3.0632 4.6878 -0.8579 0.13
H 2.7218 3.7099 -4.4509 0.09
H 1.8537 4.7261 -3.3045 0.10
H 3.5918 4.9250 -3.5248 0.10
H 3.0505 1.5044 -3.6903 0.13
H 3.3338 -0.1239 -1.8849 0.11
H 4.9433 -0.9432 -1.0954 0.11
H 5.7816 -3.2257 -0.8378 0.13
```

Results
**Frontier orbital gap**: 3.5 eV
**Charge**: +1
**Relative energy (zero: lowest compared OMol25 entry of this formula, charge and spin)**: 0.0000 eV
**HOMO**: -9.1 eV

Entry 2:
C25H31BNO5 | ωB97M-V/def2-TZVPD

Structure (XYZ):
```
63
Properties=species:S:1:pos:R:3:lowdin_charge:R:1
C 6.0687 2.1172 -2.2737 -0.02
C 5.1238 2.2711 -1.1880 -0.35
C 5.2397 2.8116 0.0616 -0.02
C 3.9713 2.6355 0.6949 -0.02
C 3.1352 2.0052 -0.2022 -0.11
B 1.6695 1.3332 -0.1074 -0.78
O 0.8515 1.6919 -1.2386 0.03
C 1.1198 0.8079 -2.3316 -0.14
C 1.6227 -0.5352 -1.8094 -0.05
N 1.9571 -0.3280 -0.3657 -0.14
C 3.2722 -0.8915 0.0020 0.01
C 0.9633 -0.8737 0.5987 -0.09
C 1.0638 0.0978 1.7766 -0.13
O 1.0785 1.4219 1.2071 0.06
O 3.8510 1.8033 -1.3653 0.03
H 6.9990 2.6130 -1.9896 0.09
H 6.3112 1.0665 -2.4735 0.09
H 5.7015 2.5796 -3.1952 0.09
H 6.1261 3.2678 0.4911 0.11
H 3.7115 2.9464 1.7003 0.11
H 0.1842 0.6690 -2.8802 0.08
H 1.8555 1.2613 -3.0161 0.13
H 0.8625 -1.3218 -1.8963 0.13
H 2.5174 -0.8514 -2.3512 0.14
H 3.1443 -1.9784 0.1191 0.11
H 4.0131 -0.7206 -0.7868 0.11
H 3.6215 -0.4627 0.9509 0.12
H -0.0362 -0.8544 0.1435 0.10
H 1.1978 -1.9095 0.8683 0.14
H 0.2072 0.0088 2.4620 0.11
H 1.9891 -0.1014 2.3495 0.13
C -3.3976 -4.7866 -3.1948 -0.03
O -2.8818 -3.5327 -3.7021 -0.04
C -2.7546 -2.4902 -2.8442 -0.22
C -2.2548 -1.2707 -3.3715 0.03
C -2.0035 -0.2103 -2.5434 -0.01
C -2.1600 -0.3047 -1.1247 -0.18
C -1.6950 0.7390 -0.2764 0.11
C -2.1594 0.8840 1.0664 -0.20
C -2.6963 2.1207 1.5135 0.02
C -3.2376 2.2519 2.7662 0.04
C -3.1890 1.1648 3.6828 -0.22
O -3.6296 1.4037 4.9468 -0.06
C -3.4034 0.3876 5.9517 -0.04
C -2.6572 -0.0794 3.2657 0.01
C -2.1487 -0.2025 1.9838 -0.05
C -2.8322 -1.4741 -0.6533 0.02
C -3.0765 -2.5613 -1.4659 0.02
H -3.3539 -5.4510 -4.0558 0.10
H -2.7706 -5.1754 -2.3811 0.10
H -4.4356 -4.6723 -2.8540 0.11
H -2.0806 -1.2063 -4.4413 0.14
H -1.6945 0.7460 -2.9650 0.13
H -1.2856 1.6316 -0.7463 0.14
H -2.7133 2.9551 0.8123 0.14
H -3.7092 3.1733 3.0900 0.13
H -3.8275 0.8161 6.8581 0.10
H -3.9265 -0.5423 5.6921 0.10
H -2.3289 0.2007 6.0874 0.11
H -2.6458 -0.9416 3.9357 0.12
H -1.7267 -1.1600 1.6848 0.11
H -3.1853 -1.5355 0.3708 0.11
H -3.5328 -3.4581 -1.0431 0.12
```

Results
**Frontier orbital gap**: 4.6 eV
**Charge**: +1
**Relative energy (zero: lowest compared OMol25 entry of this formula, charge and spin)**: 0.2551 eV
**HOMO**: -9.7 eV

Entry 3:
C25H31BrF17IN2O3P | ωB97M-V/def2-TZVPD

Structure (XYZ):
```
81
Properties=species:S:1:pos:R:3:lowdin_charge:R:1
C 0.1927 2.4350 -4.5688 -0.11
C -0.5837 3.2823 -3.4485 -0.65
Br -2.2774 3.8557 -4.2738 0.78
C -0.7287 2.3306 -2.2144 -0.14
N -0.9407 2.9990 -0.8878 -0.11
C -2.1048 3.9456 -0.6872 -0.09
C -3.5006 3.2709 -0.4345 -0.29
C -4.1728 2.5928 -1.6814 -0.65
I -6.1149 1.8471 -0.9692 0.78
C 0.2416 3.9096 -0.6104 -0.27
F 0.1553 5.2303 -1.0306 0.04
C 0.7059 3.8180 0.9064 -0.08
C 0.5744 2.2127 1.0481 -0.30
P 0.4320 2.0334 2.9053 0.78
O 1.5478 2.7473 3.6158 -0.42
C -0.8162 2.0222 0.2639 -0.20
C -0.9651 0.4973 -0.0503 -0.14
C -2.3262 -0.0737 -0.1855 0.02
C -2.3045 -1.4864 -0.5045 -0.02
C -1.1151 -2.2922 -0.6408 -0.11
N 0.1100 -1.7391 -0.5108 0.07
C 0.1248 -0.4250 -0.2521 -0.11
H -0.4388 2.3213 -5.4795 0.06
H 0.3974 1.3918 -4.2024 0.08
H 1.1916 2.8843 -4.7896 0.09
H 0.0322 4.1926 -3.2881 0.09
H -1.5279 1.5889 -2.4731 0.14
H 0.2404 1.7701 -2.1329 0.14
H -1.8732 4.5296 0.2434 0.15
H -2.2378 4.6743 -1.5241 0.12
H -3.5256 2.5352 0.4022 0.07
H -4.1923 4.1022 -0.1259 0.12
H -4.4304 3.3482 -2.4496 0.01
H -3.6555 1.6909 -2.0691 0.02
H 1.1384 3.5143 -1.1536 0.18
H 1.7560 4.1831 0.8995 0.14
H 0.0779 4.4331 1.5982 0.13
H 1.5122 1.8920 0.5447 0.13
H -0.7952 2.6058 3.3895 0.05
H 0.4236 0.6822 3.2998 0.03
H -1.5391 2.1496 1.1071 0.14
H -3.2533 0.5221 -0.0895 0.07
H -3.2867 -1.9917 -0.6569 0.12
H -1.1915 -3.3796 -0.8572 0.12
H 1.1462 0.0258 -0.1823 0.12
C 0.4268 -5.3322 -5.5191 -0.04
C 0.6128 -3.8553 -5.1227 -0.44
C 0.0775 -3.4451 -3.7502 -0.30
F -1.2444 -3.6745 -3.6104 0.08
F 0.2587 -2.1108 -3.5581 0.07
F 0.0986 -3.0724 -6.0982 0.13
F 1.9554 -3.6148 -5.1170 0.11
O -0.7018 -5.6637 -6.3261 0.05
C -1.9318 -5.8441 -5.6908 -0.52
C -2.9481 -4.7510 -6.0412 -0.28
F -2.4658 -3.5151 -5.7940 0.09
F -4.0704 -4.8978 -5.2990 0.10
F -1.7406 -5.9754 -4.3622 0.13
F -2.4079 -7.0299 -6.1190 0.16
H 1.2801 -5.5777 -6.1533 0.15
H 0.5162 -6.0020 -4.6612 0.15
H 0.6061 -3.9712 -2.9502 0.17
H -3.2184 -4.8049 -7.0990 0.18
C 4.8934 -0.7620 7.4917 -0.04
C 3.9378 -0.4055 8.6462 -0.44
C 2.7209 -1.3142 8.8297 -0.30
F 1.9356 -1.3657 7.7336 0.09
F 1.9457 -0.8507 9.8400 0.10
F 3.5649 0.8881 8.5195 0.13
F 4.6676 -0.4752 9.7953 0.11
O 4.7196 -0.0739 6.2512 0.05
C 3.7426 -0.5389 5.3754 -0.52
C 2.5734 0.4387 5.2202 -0.28
F 2.0237 0.7637 6.4021 0.11
F 1.5828 -0.1236 4.4592 0.01
F 3.3495 -1.7734 5.7469 0.13
F 4.3468 -0.6845 4.1741 0.14
H 5.8858 -0.4522 7.8225 0.15
H 4.9739 -1.8407 7.3434 0.15
H 3.0285 -2.3322 9.0844 0.18
H 2.9014 1.3606 4.7370 0.15
```

Results
**Frontier orbital gap**: 9.4 eV
**Charge**: +1
**HOMO**: -12.3 eV

Entry 4:
C25H31ClCsI2N4O5S2 | ωB97M-V/def2-TZVPD

Structure (XYZ):
```
71
Properties=species:S:1:pos:R:3:lowdin_charge:R:1
Cs 0.9800 -1.0017 1.0678 1.04
C 0.2017 4.1953 1.5886 -0.03
C 1.3339 3.8060 0.6817 -0.33
N 1.2353 4.1221 -0.5528 0.07
N 2.2770 3.9368 -1.4247 -0.10
C 2.7071 2.7551 -1.6878 -1.08
S 2.3080 1.2681 -0.9169 0.58
S 3.8024 2.7685 -3.1116 0.86
C 4.9621 1.4498 -2.7049 -0.48
C 6.0719 1.7929 -1.7388 -0.28
C 6.6368 3.0616 -1.6636 -0.06
C 7.7138 3.3087 -0.8234 -0.10
C 8.2357 2.2938 -0.0333 -0.11
C 7.6630 1.0300 -0.0834 -0.10
C 6.5902 0.7856 -0.9283 -0.04
C 2.5289 3.1572 1.2665 -0.15
C 3.7877 3.7263 1.0959 -0.04
C 4.9146 3.1519 1.6430 -0.05
C 4.8206 1.9613 2.4005 -0.07
C 3.6113 1.3869 2.6260 -0.01
C 2.3879 1.9592 2.0933 -0.47
O 1.2881 1.4210 2.3292 -0.23
H -0.6811 4.4149 0.9915 0.04
H -0.0164 3.4048 2.3031 0.06
H 0.4788 5.0919 2.1516 0.08
H 4.3768 0.6136 -2.3206 0.02
H 5.3956 1.1374 -3.6582 0.08
H 6.2158 3.8600 -2.2617 0.09
H 8.1421 4.3029 -0.7806 0.10
H 9.0734 2.4890 0.6248 0.09
H 8.0482 0.2328 0.5408 0.10
H 6.1373 -0.1992 -0.9555 0.12
H 3.8763 4.6199 0.4914 0.12
H 5.8834 3.6035 1.4777 0.10
H 5.7222 1.5133 2.8002 0.10
H 3.5072 0.4878 3.2218 0.11
I -2.8798 -0.7918 1.4866 0.96
C -2.3444 1.3092 1.5720 -1.14
I -2.9532 2.3729 -0.1798 0.64
H -1.2698 1.4528 1.6422 -0.09
H -2.8408 1.7951 2.4047 -0.05
Cl 3.9623 -3.6479 0.5105 0.52
C 2.7665 -4.9044 0.0193 -0.47
C 1.6119 -4.2811 -0.7857 -0.77
O 1.3815 -4.7838 -1.8995 -0.04
O 1.0119 -3.3358 -0.2177 -0.33
H 2.3833 -5.3395 0.9392 0.07
H 3.3023 -5.6434 -0.5654 0.06
O -3.4842 -3.2223 1.0658 -0.55
O -3.6892 -3.3590 -0.2218 -0.35
C 0.2244 -2.4698 -3.5728 -0.05
C 0.2255 -1.2820 -2.5879 -0.16
N -1.1086 -0.7082 -2.4745 -0.13
C -1.6455 -0.3668 -3.7737 -0.14
C -1.8399 -1.6504 -4.6251 -0.07
N -1.2197 -2.7786 -3.8639 -0.09
C -1.9689 -3.0184 -2.5704 -0.06
C -1.9724 -1.6788 -1.8123 -0.21
H 0.6598 -3.3639 -3.1179 0.09
H 0.7064 -2.2553 -4.5281 0.13
H 0.9510 -0.5178 -2.8631 0.10
H 0.4607 -1.6961 -1.6096 0.04
H -0.9650 0.3250 -4.2714 0.13
H -2.6028 0.1366 -3.6377 0.12
H -1.3355 -1.5977 -5.5898 0.12
H -2.8886 -1.9012 -4.7821 0.13
H -1.2607 -3.6262 -4.4212 0.18
H -1.4358 -3.7986 -2.0307 0.13
H -2.9676 -3.3674 -2.8250 0.13
H -1.6063 -1.8589 -0.8093 0.03
H -2.9787 -1.2812 -1.7122 0.10
```

Results
**Frontier orbital gap (spin up / spin down)**: 5.1 / 4.4 eV
**Charge**: -1
**Relative energy (zero: lowest compared OMol25 entry of this formula, charge and spin)**: 0.5795 eV
**HOMO (spin up / spin down)**: -3.4 / -4.0 eV

Entry 5:
C25H31GeN2OsSbSe4 | ωB97M-V/def2-TZVPD

Structure (XYZ):
```
65
Properties=species:S:1:pos:R:3:lowdin_charge:R:1
Os -1.7924 0.4650 0.8243 0.37
Se -0.6446 4.2535 -0.7068 -0.20
Sb -2.3444 2.7735 0.0913 0.16
Se -2.5582 -0.8235 -1.1695 -0.08
Se 0.2145 1.5250 2.2977 0.40
Se -4.5056 3.8083 0.3504 -0.25
C -5.1205 0.0257 0.9260 -0.17
N -3.9704 -0.0814 1.8273 -0.38
C -4.1625 0.8223 2.9593 -0.13
C -3.8494 -1.4692 2.2647 -0.23
C -2.5301 -1.7453 2.9454 -0.22
N -1.4216 -1.7108 1.9964 -0.33
C -1.4507 -2.9102 1.1436 -0.16
C -0.1690 -1.7519 2.7543 -0.15
H -6.0361 -0.3133 1.4416 0.08
H -4.9209 -0.5817 0.0419 -0.02
H -5.2415 1.0636 0.6204 0.01
H -5.0464 0.5225 3.5504 0.08
H -4.3186 1.8306 2.5768 0.02
H -3.2788 0.8356 3.5944 0.06
H -3.9344 -2.0870 1.3675 0.09
H -4.6796 -1.7259 2.9441 0.12
H -2.5678 -2.7322 3.4375 0.12
H -2.3297 -0.9997 3.7166 0.10
H -1.4888 -3.8061 1.7856 0.09
H -0.5444 -2.9362 0.5424 0.06
H -2.2830 -2.8736 0.4412 -0.03
H -0.1108 -2.6934 3.3212 0.09
H -0.0991 -0.9008 3.4279 0.01
H 0.6703 -1.7004 2.0649 0.07
C -0.0208 0.8681 0.5244 -1.10
Ge 1.3762 0.6464 -0.8038 0.90
C 3.0381 1.5851 -0.3207 -0.28
C 4.2636 1.1567 -0.8339 -0.13
C 5.4373 1.8534 -0.5770 -0.11
C 5.4001 3.0043 0.1997 -0.12
C 4.1871 3.4511 0.7053 -0.09
C 3.0153 2.7504 0.4457 -0.12
C 0.9686 1.2380 -2.6243 -0.26
C -0.0928 0.7063 -3.3533 -0.13
C -0.3448 1.1442 -4.6471 -0.09
C 0.4537 2.1184 -5.2295 -0.12
C 1.5018 2.6679 -4.5041 -0.11
C 1.7540 2.2316 -3.2109 -0.12
C 1.8003 -1.2778 -0.7588 -0.26
C 2.8430 -1.7535 0.0364 -0.13
C 3.1319 -3.1114 0.1095 -0.11
C 2.3816 -4.0177 -0.6272 -0.12
C 1.3357 -3.5580 -1.4177 -0.11
C 1.0418 -2.2026 -1.4758 -0.12
H 4.3054 0.2631 -1.4489 0.10
H 6.3778 1.5016 -0.9863 0.09
H 6.3123 3.5543 0.4027 0.09
H 4.1463 4.3556 1.3009 0.10
H 2.0713 3.1186 0.8286 0.03
H -0.7778 0.0003 -2.8804 -0.04
H -1.1894 0.7340 -5.1884 0.10
H 0.2459 2.4672 -6.2353 0.09
H 2.1129 3.4526 -4.9364 0.09
H 2.5617 2.6877 -2.6507 0.09
H 3.4346 -1.0556 0.6199 0.09
H 3.9395 -3.4586 0.7443 0.09
H 2.6023 -5.0780 -0.5751 0.09
H 0.7254 -4.2588 -1.9753 0.10
H 0.1746 -1.8683 -2.0354 0.05
```

Results
**Frontier orbital gap**: 4.3 eV
**Charge**: -2
**HOMO**: -0.2 eV

Entry 6:
C25H31LuN7OS4SbSi | ωB97M-V/def2-TZVPD

Structure (XYZ):
```
71
Properties=species:S:1:pos:R:3:lowdin_spin:R:1
Lu -0.6274 -2.0945 -0.5871 0.01
C 3.0901 -6.6221 -2.8285 0.00
C 1.9442 -6.0580 -3.6483 0.00
N 2.0111 -4.5685 -3.7656 0.00
C 1.2242 -3.7259 -3.0026 0.00
S 0.5753 -4.4139 -1.5223 0.00
N 1.2007 -2.4540 -3.4458 0.00
N 0.3594 -1.6196 -2.8519 0.00
C 0.4319 -0.3943 -3.2556 0.00
C 1.2945 0.0920 -4.3878 0.00
C -0.6578 0.4504 -2.7339 0.00
C -0.8879 1.7327 -3.2584 0.00
C -1.9343 2.4635 -2.8370 0.00
C -2.8186 1.9018 -1.8662 0.00
C -2.4948 0.6184 -1.3927 0.00
N -1.3638 -0.0516 -1.7457 0.01
H 2.8725 -7.6890 -2.6769 0.00
H 3.2131 -6.0500 -1.8737 0.00
H 4.0464 -6.5287 -3.3483 0.00
H 1.0583 -6.2681 -3.0826 0.00
H 2.0674 -6.5030 -4.6410 0.00
H 2.2732 -4.1623 -4.6584 0.00
H 0.9045 -0.2676 -5.3025 0.00
H 2.2759 -0.3645 -4.3005 0.00
H 1.5114 1.1562 -4.3542 0.00
H -0.1930 2.0408 -4.0537 0.00
H -2.1750 3.3751 -3.3169 0.00
H -3.7134 2.3657 -1.4648 0.00
H -3.1331 0.1299 -0.7062 0.00
S -5.3875 -2.2247 0.3423 0.35
Sb -3.6283 -3.7343 -0.2900 0.32
S -2.7077 -2.8656 -2.1969 0.14
S -1.8309 -3.7150 1.2987 0.14
C 3.4178 -2.6550 1.1826 0.00
Si 2.8702 -1.2984 0.1145 0.00
C 3.3115 0.2836 1.0116 0.00
C 3.7757 -1.3330 -1.4690 0.00
O 1.2676 -1.5688 -0.1065 0.00
H 4.3238 -2.4905 1.8081 0.00
H 3.6635 -3.4676 0.5952 0.00
H 2.5802 -2.9207 1.8731 0.00
H 4.3282 0.1996 1.4462 0.00
H 2.6377 0.3155 1.8790 0.00
H 3.1766 1.0922 0.3206 0.00
H 4.8065 -1.3623 -1.1640 0.00
H 3.6918 -0.3843 -1.9842 0.00
H 3.6195 -2.1622 -2.1116 0.00
N -0.9641 3.8625 3.9228 0.00
C -1.5485 4.9766 4.4389 0.00
C -1.0779 5.9883 5.2356 0.00
C -1.9954 7.0013 5.5250 0.00
C -3.3366 6.9104 5.1975 0.00
C -3.8291 5.8230 4.5304 0.00
C -2.9034 4.9101 4.1070 0.00
N -3.1084 3.7552 3.3838 0.00
C -1.9785 3.1327 3.3114 0.00
C -1.7268 1.8065 2.6808 0.00
C -0.5241 1.6404 1.9905 0.00
C -0.3698 0.5541 1.1303 0.00
N -1.2744 -0.4016 1.1351 0.00
C -2.4216 -0.3358 1.8979 0.00
C -2.6237 0.7211 2.7387 0.00
H -0.0488 3.5259 4.1715 0.00
H -0.0002 6.0312 5.5526 0.00
H -1.7205 7.8976 6.0339 0.00
H -3.8999 7.7621 5.4608 0.00
H -4.8659 5.7260 4.3089 0.00
H 0.1504 2.4618 1.9946 0.00
H 0.4490 0.4052 0.4794 0.00
H -3.1031 -1.1558 1.8137 0.00
H -3.5501 0.8017 3.3185 0.00
```

Results
**Frontier orbital gap (spin up / spin down)**: 6.1 / 5.7 eV
**Charge**: -1
**2S+1**: 2
**Relative energy (zero: lowest compared OMol25 entry of this formula, charge and spin)**: 0.3428 eV
**HOMO (spin up / spin down)**: -4.3 / -4.5 eV
**Expectation value of S²**: 0.76